Molecular formula: C45H117N7O17
Method: DFT, ωB97M-V/def2-TZVPD

Properties
* 2S+1: 1
* SMILES: COCCNCCOC.COCCNCCOC.COCCNCCOC.COCCNCCOC.COCCNCCOC.COCCNCCOC.COCCNCCOC.CO.CO.CO
* calculated total energy: -3446.56534 hartree

Cartesian coordinates (Å):
C  1.7931  -3.6504  -0.0919
O  2.2949  -3.3061  1.1872
C  3.4933  -3.9704  1.5983
C  3.7246  -3.7231  3.0755
N  4.8936  -4.3847  3.5386
C  5.0151  -4.3555  4.9635
C  5.0268  -2.8437  5.5002
O  3.6990  -2.3872  5.6349
C  3.5165  -0.9522  5.5180
H  1.4751  -4.6924  -0.1247
H  2.3052  -3.2576  -0.9702
H  0.8238  -3.1658  -0.2087
H  4.3739  -3.6576  1.0373
H  3.3440  -5.0395  1.4472
H  2.8450  -4.1021  3.5958
H  3.7773  -2.6358  3.1314
H  5.7030  -3.8734  3.2168
H  5.9306  -4.8329  5.3130
H  4.2546  -4.9492  5.4706
H  5.7274  -2.2396  4.9236
H  5.3655  -2.8262  6.5361
H  2.4660  -0.7511  5.7278
H  3.7126  -0.5581  4.5208
H  4.1198  -0.4241  6.2564
C  -1.7171  -0.4671  -10.1362
O  -1.4647  0.4631  -9.0955
C  -2.1771  1.6857  -9.2532
C  -1.6161  2.6851  -8.1737
N  -2.1960  2.4941  -6.8607
C  -1.9016  1.2050  -6.1902
C  -0.4044  1.0164  -5.7358
O  -0.0183  1.9618  -4.7910
C  1.0391  1.4823  -3.8745
H  -1.4544  -0.1104  -11.1322
H  -2.7939  -0.6362  -10.1293
H  -1.2275  -1.4296  -9.9878
H  -3.2572  1.5515  -9.1933
H  -1.9533  2.1180  -10.2284
H  -1.7660  3.7301  -8.4448
H  -0.5361  2.5848  -8.0660
H  -1.8787  3.2885  -6.3237
H  -2.1811  0.3566  -6.8148
H  -2.5473  1.2279  -5.3123
H  0.2389  0.9629  -6.6141
H  -0.3998  0.0172  -5.3001
H  1.9039  1.2786  -4.5059
H  0.7926  0.5679  -3.3348
H  1.3625  2.1914  -3.1124
C  3.7814  1.3810  -1.4257
O  4.5643  1.9537  -0.3819
C  5.7102  1.1027  -0.1721
C  6.3250  1.7094  1.0714
N  7.4303  0.9587  1.4882
C  8.1226  1.5643  2.6242
C  9.3565  0.7152  3.0591
O  10.3427  0.6143  2.0119
C  11.4598  -0.2962  2.1267
H  3.2256  0.5046  -1.0926
H  4.3312  1.1958  -2.3485
H  2.9912  2.1118  -1.5979
H  6.4473  1.1742  -0.9719
H  5.4646  0.0544  -0.0020
H  5.5893  1.8409  1.8649
H  6.6434  2.6890  0.7150
H  8.1239  0.9690  0.7541
H  7.5027  1.6235  3.5187
H  8.4204  2.5854  2.3857
H  9.0702  -0.3193  3.2490
H  9.7397  1.1607  3.9772
H  12.0972  -0.0384  1.2809
H  11.2406  -1.3587  2.0216
H  11.9943  -0.0653  3.0482
C  -5.9946  -2.4328  -1.7644
O  -4.8197  -3.1325  -2.0944
C  -4.5959  -4.3256  -1.3047
C  -5.1621  -5.4987  -2.1482
N  -4.3684  -5.6320  -3.3843
C  -4.5481  -6.9965  -3.9517
C  -3.7568  -7.0139  -5.3454
O  -4.1391  -8.2294  -6.0214
C  -3.3941  -8.5759  -7.1604
H  -5.8148  -1.4100  -2.0956
H  -6.1717  -2.4586  -0.6892
H  -6.8555  -2.7217  -2.3673
H  -5.0692  -4.3512  -0.3231
H  -3.5104  -4.3445  -1.2070
H  -6.2182  -5.3630  -2.3813
H  -5.1208  -6.4236  -1.5728
H  -4.7415  -5.0868  -4.1483
H  -5.6126  -7.1166  -4.1535
H  -4.3053  -7.8187  -3.2786
H  -2.6853  -7.0857  -5.1586
H  -3.9738  -6.1136  -5.9202
H  -3.8013  -9.5149  -7.5354
H  -2.3869  -8.8700  -6.8653
H  -3.3572  -7.7818  -7.9062
C  -1.7114  0.7961  6.2241
O  -1.0365  1.9564  5.7763
C  -0.8039  2.2638  4.4236
C  -0.0860  3.6586  4.3548
N  -0.1057  4.0634  2.9314
C  0.8160  5.1794  2.6064
C  0.6090  6.4437  3.4143
O  1.8225  7.1770  3.4670
C  1.6952  8.3093  4.2201
H  -1.2961  -0.0547  5.6838
H  -2.7814  0.9001  6.0444
H  -1.5764  0.6255  7.2922
H  -1.6997  2.2256  3.8038
H  -0.1110  1.4644  4.1611
H  0.9781  3.5131  4.5405
H  -0.5642  4.3667  5.0316
H  -0.0533  3.2855  2.2894
H  0.6901  5.3959  1.5455
H  1.8641  4.8802  2.6067
H  0.3353  6.1193  4.4183
H  -0.0887  7.1345  2.9410
H  0.9152  8.8917  3.7297
H  2.6368  8.8496  4.1225
H  1.5150  8.1123  5.2769
C  -3.8551  7.7988  5.5777
O  -4.0476  6.8371  4.5724
C  -3.1076  5.7455  4.4984
C  -3.3940  4.8142  3.3003
N  -2.5605  4.9998  2.1512
C  -2.8896  4.1116  1.0563
C  -1.8870  4.1199  -0.1396
O  -0.7660  3.4000  0.1822
C  0.2251  3.2918  -0.7847
H  -4.5663  8.6215  5.5033
H  -2.9263  8.3680  5.6161
H  -3.9515  7.3082  6.5463
H  -3.4122  5.2385  5.4140
H  -2.0384  5.9180  4.6220
H  -4.4388  4.9529  3.0225
H  -3.3250  3.7777  3.6304
H  -1.5895  4.9095  2.4142
H  -3.8511  4.4991  0.7195
H  -3.1657  3.1010  1.3573
H  -1.4905  5.1072  -0.3764
H  -2.4137  3.6008  -0.9403
H  1.1527  2.9446  -0.3297
H  0.4194  4.2277  -1.3086
H  -0.1851  2.5591  -1.4796
C  2.2658  0.7938  2.4906
O  1.0205  0.8913  1.7340
C  0.6653  -0.3337  1.0953
C  -0.8692  -0.1342  0.8393
N  -1.4261  -1.2024  -0.0104
C  -2.7837  -0.7706  -0.5005
C  -2.6147  -0.1987  -1.9234
O  -1.6139  -0.9027  -2.7067
C  -2.0333  -2.2439  -3.0934
H  2.0082  0.4512  3.4928
H  2.6344  1.8013  2.6837
H  3.0094  0.2377  1.9197
H  0.8166  -1.1744  1.7723
H  1.2380  -0.6095  0.2098
H  -0.8678  0.8585  0.3892
H  -1.2764  -0.0882  1.8494
H  -0.8541  -1.3022  -0.8369
H  -3.1909  -0.0175  0.1742
H  -3.5264  -1.5680  -0.5235
H  -2.2347  0.8101  -1.7619
H  -3.5393  -0.0224  -2.4731
H  -2.0430  -2.9441  -2.2581
H  -1.4159  -2.6889  -3.8737
H  -3.0590  -2.3181  -3.4547
C  -1.5300  -4.1633  1.8474
O  -2.0662  -2.9532  2.3331
H  -2.1113  -4.3234  0.9393
H  -0.5032  -4.0913  1.4888
H  -1.6170  -4.9125  2.6343
H  -2.0582  -2.3863  1.5584
C  -6.1884  1.1511  0.2714
O  -6.4467  1.3590  -1.1336
H  -6.8511  1.7940  0.8505
H  -6.3745  0.1569  0.6777
H  -5.1512  1.3963  0.5000
H  -7.3707  1.5858  -1.2616
C  -1.2653  -6.1519  -1.1124
O  -1.7170  -6.4459  -2.3926
H  -0.5933  -6.9662  -0.8413
H  -0.7724  -5.1797  -1.1162
H  -2.0906  -6.1153  -0.4013
H  -2.5991  -6.0680  -2.4203

Atoms 1-6, force components in eV/Å:
C -1.3 0.4 0.5
O 0.5 0.4 -0.2
C -0.6 -0.8 -0.3
C -1.3 0.6 -1.3
N 0.9 -0.7 0.0
C 0.3 1.8 1.5